# 1
The following is a quantum chemistry calculation of a molecular structure, C4H8N2O in a non-equilibrium geometry, from the OMol25 dataset.

CARTESIAN COORDINATES (ANGSTROEM)
1 O -0.1351 -0.9650 -1.1398
2 N 1.5957 0.9055 1.3062
3 N -0.0105 -1.6007 1.1958
4 C -0.2080 -0.6910 0.2151
5 C 0.4514 0.0359 -1.9661
6 C 0.8485 0.0613 0.8522
7 C -1.3446 0.5385 0.7020
8 H -0.0972 0.9817 -1.9137
9 H -1.1570 1.5268 0.2804
10 H 1.4998 0.2137 -1.7084
11 H -1.4430 0.5329 1.7815
12 H -2.2258 0.0720 0.2663
13 H 1.5195 1.2382 2.2653
14 H 0.3030 -2.4988 0.8453
15 H 0.4033 -0.3509 -2.9820

highest occupied orbital energy (alpha / beta): -7.657 / -7.657 eV
max |F|: 0.088 Eh/bohr
LUMO (alpha / beta): 0.5 / 0.5 eV
multiplicity: 1


# 2
The following is a quantum chemistry calculation of C6H13N in the gas phase in a non-equilibrium geometry, from the OMol25 dataset.

CARTESIAN COORDINATES (ANGSTROEM)
1 N -1.9607 0.8367 1.1039
2 C 0.3387 1.0359 0.4838
3 C 1.7142 -2.3660 -0.4800
4 C -1.3926 2.2585 -0.9015
5 C 0.5861 -1.2834 -0.3070
6 C -0.9336 1.2532 0.1572
7 C 0.9316 -0.3006 0.8256
8 H 0.9659 2.1133 0.6982
9 H -1.0773 3.2035 -0.4529
10 H 0.3680 -0.8921 -1.3390
11 H -2.8593 0.7917 0.4858
12 H 2.0768 -2.7611 0.4351
13 H -1.7816 -0.1154 1.3697
14 H -2.5089 2.3283 -0.9736
15 H 2.7057 -2.2817 -1.1430
16 H -0.0550 -2.0360 0.1013
17 H 0.6409 -0.7491 1.7807
18 H 1.0938 -3.1783 -0.7303
19 H 2.0208 -0.0731 0.7802
20 H -0.8733 2.2157 -1.8941

highest occupied orbital energy: -7.295 eV
max |F|: 0.094 Eh/bohr
LUMO: 1.0 eV
multiplicity: 1


# 3
The following is a quantum chemistry calculation of a molecular structure, C23H22GeMnNO4S2, from the OMol25 dataset.

CARTESIAN COORDINATES (ANGSTROEM)
1 Ge 0.1591 -1.4070 0.5109
2 Mn -0.6032 2.1611 0.1283
3 S -2.8307 2.6607 0.4451
4 S -1.0975 1.8754 -2.1716
5 O 0.3304 4.1592 -0.7140
6 O 2.1547 4.7538 -1.8810
7 O 1.2335 -0.1048 2.8013
8 O -0.3576 1.1435 1.6276
9 N 1.3584 1.9022 0.0106
10 C -3.2949 2.4988 -3.6484
11 C -0.7486 -2.8974 2.8370
12 C -1.1245 -2.2208 1.6744
13 C 4.0010 1.3069 -0.1356
14 C 4.0398 -3.6396 -0.9544
15 C -3.4426 -2.6539 2.2145
16 C 1.8139 0.8967 0.7388
17 C 2.4311 -3.2225 0.7833
18 C -2.6874 2.4079 -2.2771
19 C 3.5955 -3.8377 0.3464
20 C 1.6925 -2.3999 -0.0709
21 C -1.7068 -3.4464 3.6771
22 C -3.4473 2.7304 -1.1323
23 C -3.0533 -3.3263 3.3633
24 C 3.1796 0.5624 0.6700
25 C -2.4831 -2.1041 1.3756
26 C 3.3174 -2.8281 -1.8170
27 C 3.5031 2.4298 -0.8371
28 C 2.1543 -2.2113 -1.3756
29 C 1.4547 3.9371 -1.1234
30 C 0.7390 0.2514 1.5354
31 C -4.8869 3.1397 -1.2345
32 C 2.1728 2.6945 -0.7137
33 H -4.1401 1.8135 -3.7393
34 H 1.6285 5.5529 -2.0543
35 H -2.5645 2.2450 -4.4120
36 H 2.1009 -3.3941 1.8006
37 H 0.2977 -2.9957 3.1011
38 H 4.1538 -4.4764 1.0183
39 H -3.6662 3.5062 -3.8445
40 H -3.8001 -3.7590 4.0163
41 H -5.2602 3.1070 -2.2530
42 H 4.1522 3.0845 -1.3996
43 H -2.8004 -1.5784 0.4820
44 H -4.4929 -2.5609 1.9701
45 H 5.0530 1.0641 -0.2028
46 H 1.5963 -1.5847 -2.0639
47 H 3.5482 -0.2700 1.2534
48 H 4.9455 -4.1236 -1.2965
49 H -5.5048 2.4871 -0.6150
50 H 3.6540 -2.6840 -2.8357
51 H -5.0148 4.1531 -0.8496
52 H -0.5350 -0.7896 -0.7142
53 H 0.4859 -0.0402 3.4107
54 H -1.4033 -3.9686 4.5752

total charge: +1
highest occupied orbital energy (alpha / beta): -10.977 / -11.302 eV
⟨S²⟩: 8.840
max |F|: 0.012 Eh/bohr
LUMO (alpha / beta): -4.5 / -5.1 eV
multiplicity: 6


# 4
The following is a quantum chemistry calculation of a molecular structure, C20H23ClN2V in a non-equilibrium geometry, from the OMol25 dataset.

CARTESIAN COORDINATES (ANGSTROEM)
1 V -0.3263 0.1047 0.6006
2 Cl -1.0712 -1.7787 -0.0114
3 N -3.4462 1.9117 7.2575
4 N -1.1320 0.8117 2.4926
5 C 2.3190 -0.8223 -4.8510
6 C 1.5588 -1.9654 -4.3287
7 C -1.4504 2.3059 4.3647
8 C 0.2121 -2.2032 -4.8586
9 C 2.3118 -3.1049 -3.7921
10 C -2.9410 1.6762 6.2266
11 C -1.9751 -0.0685 3.0737
12 C -0.8688 1.9776 3.1497
13 C 1.2607 -1.1332 2.0601
14 C -0.2457 1.4470 -1.2292
15 C -2.5871 0.1711 4.2980
16 C -1.4356 0.6531 -1.3582
17 C -0.4867 2.4130 -0.1775
18 C 1.4957 0.1951 2.4993
19 C 1.5963 -1.2051 0.6629
20 C 1.9027 0.1200 0.2172
21 C -2.3690 1.0906 -0.3469
22 C -1.8151 2.2223 0.2998
23 C 1.8210 0.9905 1.3628
24 C -2.3272 1.3820 4.9561
25 H -3.2591 -0.5882 4.7114
26 H 2.7361 -1.0568 -5.8479
27 H -0.3730 -2.8668 -4.2079
28 H -1.2080 3.2681 4.8359
29 H 1.5104 0.5266 3.5351
30 H -1.6481 -0.0612 -2.1529
31 H -3.3830 0.7118 -0.2129
32 H 0.5890 1.4450 -1.9211
33 H 3.1686 -2.7716 -3.1933
34 H -2.3520 2.8986 0.9748
35 H 0.1736 3.2470 0.0705
36 H 0.2633 -2.6893 -5.8510
37 H 3.1658 -0.5696 -4.1995
38 H -2.1491 -1.0034 2.5314
39 H -0.1759 2.6926 2.6924
40 H 2.1371 2.0327 1.3860
41 H 2.7146 -3.7258 -4.6130
42 H 1.6808 -3.7582 -3.1767
43 H 1.6837 0.0649 -4.9698
44 H 1.0205 -1.9782 2.6994
45 H -0.3373 -1.2620 -4.9933
46 H 1.7149 -2.1212 0.0881
47 H 2.3263 0.3743 -0.7539

total charge: +2
highest occupied orbital energy (alpha / beta): -14.264 / -14.281 eV
⟨S²⟩: 0.805
max |F|: 0.096 Eh/bohr
LUMO (alpha / beta): -8.8 / -8.8 eV
multiplicity: 2